Here is C25H36F6N2O3PPdTe as an isolated structure in a non-equilibrium geometry from the OMol25 dataset. Energies are from ωB97M-V/def2-TZVPD.

Calculated values
* net charge: +1
* energy above the lowest of the compared OMol25 structures with the same formula, charge and spin: 0.00 kcal/mol
* LUMO energy (spin up / spin down): -4.9 / -5.0 eV
* energy: -2645.88994 Ha
* orbital gap (spin up / spin down): 0.241 / 0.241 Ha
* HOMO (spin up / spin down): -11.52 / -11.52 eV

Geometry as XYZ:
```
75
C25H36F6N2O3PPdTe, DFT ωB97M-V/def2-TZVPD
Pd 1.63 0.43 1.55
F 2.38 2.99 1.67
P 1.45 3.51 0.42
F 0.24 2.54 1.00
F 0.91 4.71 1.29
F 2.68 4.35 -0.14
F 2.02 2.15 -0.39
F 0.55 3.87 -0.83
C 1.78 2.37 5.56
C 1.96 1.28 4.54
C 2.97 0.22 4.80
O 1.22 1.29 3.56
H 2.70 2.56 6.10
H 1.02 2.04 6.28
H 1.41 3.27 5.07
H 2.69 -0.31 5.72
H 3.95 0.67 4.99
H 3.05 -0.49 3.99
C -0.60 -1.18 3.36
C -1.02 -0.96 1.93
O -2.07 -1.36 1.50
N -0.09 -0.32 1.07
Te -0.48 0.25 -0.83
C -2.43 0.84 -1.39
C -3.41 1.27 -0.51
C -3.22 1.45 0.97
C -4.64 1.61 -1.07
C -4.88 1.56 -2.43
C -6.22 1.95 -3.00
C -3.83 1.21 -3.27
C -2.58 0.86 -2.79
C -1.48 0.57 -3.80
C -0.36 -1.70 -1.62
C -1.44 -2.58 -1.71
C -2.87 -2.29 -1.31
C -1.17 -3.85 -2.23
C 0.10 -4.24 -2.64
C 0.36 -5.62 -3.20
C 1.14 -3.33 -2.52
C 0.95 -2.06 -2.01
C 2.15 -1.15 -1.90
H -1.17 -2.01 3.75
H -0.82 -0.28 3.93
H 0.46 -1.39 3.45
H -2.17 1.64 1.24
H -3.55 0.58 1.53
H -3.79 2.32 1.31
H -5.43 1.94 -0.40
H -6.99 2.00 -2.22
H -6.55 1.24 -3.75
H -6.17 2.93 -3.48
H -3.98 1.23 -4.35
H -1.84 0.79 -4.80
H -1.17 -0.48 -3.80
H -0.60 1.20 -3.64
H -2.94 -1.75 -0.37
H -3.41 -3.23 -1.20
H -3.38 -1.71 -2.08
H -1.99 -4.55 -2.32
H -0.53 -6.25 -3.13
H 1.17 -6.11 -2.67
H 0.64 -5.56 -4.25
H 2.15 -3.62 -2.82
H 3.02 -1.62 -2.36
H 2.42 -0.95 -0.86
H 2.01 -0.18 -2.38
C 6.07 -0.19 1.33
C 4.77 0.55 1.23
N 4.77 1.73 0.65
O 3.73 0.01 1.69
H 6.78 0.39 1.93
H 6.50 -0.32 0.34
H 5.91 -1.16 1.79
H 5.63 2.15 0.34
H 3.92 2.28 0.58
```